{"formula": "ClIO2S", "method": "ωB97M-V with the def2-TZVPD basis set", "homo_energy_ev": -9.8, "e_above_lowest_kcal_mol": 1.9, "elements": ["O", "O", "S", "Cl", "I"], "xyz": [[1.9386, -0.7379, 0.5863], [0.5454, 1.2516, 0.1178], [1.7684, 0.5263, -0.1662], [-1.4507, -1.4013, -0.5746], [-2.8017, 0.3614, 0.0367]], "mulliken_charge": [-0.37, -0.33, 0.71, -0.22, 0.21]}

{"formula": "C5H3N2O2", "method": "ωB97M-V with the def2-TZVPD basis set", "homo_energy_ev": -3.0, "e_above_lowest_kcal_mol": 42.4, "charge": -1, "elements": ["C", "C", "C", "C", "C", "N", "N", "O", "O", "H", "H", "H"], "xyz": [[0.2554, -0.7519, -1.1965], [-0.7200, -1.5188, -1.5662], [-0.4071, 1.3470, 0.0372], [0.0362, -0.1446, 0.0689], [0.7196, 1.5074, 1.0511], [-1.2288, 0.2075, 0.6732], [1.0818, 0.1290, 1.0781], [-1.6804, -2.1811, -1.7789], [1.3051, 2.4172, 1.6347], [1.1527, -0.4327, -1.7597], [-2.1023, -0.0903, 0.0750], [1.5878, -0.4889, 1.6831]], "mulliken_charge": [-0.89, 0.56, -1.19, 1.35, 0.56, -0.68, -0.22, -0.49, -0.66, 0.26, 0.29, 0.13]}

{"formula": "C34H22Cl2MnN8O4", "method": "ωB97M-V with the def2-TZVPD basis set", "homo_energy_ev": [-7.6, -7.1], "multiplicity": 2, "e_above_lowest_kcal_mol": 3.2, "elements": ["Mn", "Cl", "C", "C", "C", "Cl", "C", "O", "C", "C", "O", "C", "H", "H", "H", "C", "O", "C", "C", "C", "C", "C", "C", "C", "N", "C", "C", "N", "C", "C", "C", "C", "N", "C", "C", "N", "C", "C", "C", "C", "H", "H", "H", "H", "H", "H", "H", "H", "H", "H", "H", "H", "H", "H", "N", "C", "N", "C", "N", "O", "N", "C", "C", "C", "C", "C", "H", "H", "H", "H", "H"], "xyz": [[1.9497, -0.1799, -1.8106], [-0.7123, 3.4067, -7.6060], [-0.2037, 2.7795, -6.0646], [-0.5595, 3.4769, -4.8942], [-0.1730, 3.0096, -3.6740], [-0.6218, 3.8695, -2.2405], [0.6084, 1.8133, -3.5111], [0.9523, 1.4407, -2.3499], [0.9334, 1.1300, -4.7242], [1.6503, -0.1055, -4.7288], [2.0681, -0.7466, -3.7569], [0.5209, 1.6326, -5.9811], [-1.1420, 4.3853, -4.9633], [1.8358, -0.5376, -5.7244], [0.7859, 1.0883, -6.8795], [-7.6820, -0.3892, 7.8929], [-6.4836, 0.3652, 7.8744], [-5.6637, 0.2201, 6.8061], [-5.9248, -0.6112, 5.7232], [-5.0096, -0.6807, 4.6804], [-3.8386, 0.0628, 4.6960], [-3.5912, 0.8946, 5.7925], [-4.4884, 0.9735, 6.8320], [-2.8539, 0.0091, 3.6127], [-1.7283, 0.6833, 3.5869], [-1.1230, 0.3364, 2.4080], [-1.8939, -0.5635, 1.7078], [-3.0041, -0.7649, 2.4925], [-1.5245, -1.1041, 0.4369], [-2.2479, -2.0252, -0.3300], [-1.7337, -2.4442, -1.5346], [-0.5124, -1.9290, -1.9736], [0.1779, -1.0505, -1.2692], [-0.2993, -0.6519, -0.0756], [0.5390, 0.2653, 0.6610], [1.7165, 0.5729, 0.0813], [2.5194, 1.4204, 0.6979], [2.1954, 1.9957, 1.9309], [1.0062, 1.6755, 2.5404], [0.1430, 0.7818, 1.8973], [-8.1820, -0.1369, 8.8231], [-7.4748, -1.4620, 7.8728], [-8.3285, -0.1265, 7.0519], [-6.8254, -1.2048, 5.6769], [-5.2413, -1.3391, 3.8513], [-2.6791, 1.4749, 5.8076], [-4.3046, 1.6140, 7.6841], [-3.7809, -1.3673, 2.2908], [-3.1980, -2.4096, 0.0200], [-2.2603, -3.1623, -2.1466], [-0.0747, -2.2331, -2.9159], [3.4488, 1.6420, 0.1899], [2.8900, 2.6851, 2.3899], [0.7237, 2.0935, 3.4973], [6.4127, -4.2066, -0.8805], [5.2589, -4.1049, -0.8129], [3.9422, -4.0423, -0.7085], [3.3841, -2.9312, -1.0577], [2.8342, -1.9519, -1.3621], [3.8112, 0.7062, -1.9342], [4.6960, 0.2112, -2.7788], [5.4791, -0.8118, -2.4030], [6.4037, -1.3445, -3.2779], [6.5260, -0.8074, -4.5477], [5.7134, 0.2578, -4.9089], [4.7992, 0.7498, -4.0062], [5.3104, -1.1737, -1.4013], [6.9844, -2.1931, -2.9462], [7.2407, -1.2153, -5.2486], [5.7772, 0.7115, -5.8873], [4.1267, 1.5732, -4.1903]], "mulliken_charge": [0.56, -0.24, 0.20, -0.57, 0.10, -0.21, -0.14, -0.08, 1.22, -0.46, -0.50, -1.16, 0.45, 0.30, 0.38, -0.83, -0.47, 0.95, -0.69, -0.73, 0.35, -0.52, -0.57, 0.28, -0.84, 1.07, 0.09, -0.11, -0.18, -0.73, -1.03, -0.48, 0.39, 0.49, 0.54, 0.14, -0.27, -0.97, -0.67, -0.08, 0.24, 0.34, 0.34, 0.39, 0.22, 0.49, 0.42, 0.18, 0.43, 0.42, 0.52, 0.51, 0.44, 0.59, -0.60, 0.52, -0.82, 0.79, -0.43, -0.63, 0.28, -0.26, -1.10, -0.11, -0.82, -0.07, 0.87, 0.48, 0.41, 0.41, 0.55]}

{"formula": "CH5N2O", "method": "ωB97M-V with the def2-TZVPD basis set", "homo_energy_ev": -16.2, "e_above_lowest_kcal_mol": 165.9, "charge": 1, "elements": ["C", "N", "N", "O", "H", "H", "H", "H", "H"], "xyz": [[-0.1446, 0.6554, -0.3553], [-1.2522, 0.1061, 0.3866], [1.0202, 0.0709, -0.4126], [-1.5544, -0.4059, -0.6057], [-0.4161, 1.5492, -1.0433], [0.3274, -0.8242, 1.6444], [1.5188, 0.2597, -1.3125], [1.1053, -0.7463, 0.1881], [-0.6045, -0.6650, 1.5104]], "mulliken_charge": [0.31, 0.04, -0.28, -0.10, 0.36, -0.01, 0.32, 0.16, 0.19]}

{"formula": "C4H4O", "method": "ωB97M-V with the def2-TZVPD basis set", "homo_energy_ev": -9.1, "e_above_lowest_kcal_mol": 76.6, "elements": ["C", "C", "C", "C", "O", "H", "H", "H", "H"], "xyz": [[0.4984, 1.0791, 0.0028], [-1.1105, -1.0353, -0.0104], [0.0188, -0.3514, 0.0063], [1.8870, 0.4145, -0.0166], [1.3413, -0.8010, 0.0109], [0.2469, 1.6793, -0.8701], [0.2834, 1.6435, 0.9079], [-1.1110, -2.1116, -0.0012], [-2.0544, -0.5170, -0.0296]], "mulliken_charge": [-0.24, -0.80, 0.46, -0.24, -0.15, 0.23, 0.22, 0.27, 0.26]}

{"formula": "C4H4N2S", "method": "ωB97M-V with the def2-TZVPD basis set", "homo_energy_ev": -8.7, "e_above_lowest_kcal_mol": 90.2, "smiles": "N=C=NC=S.C#C", "elements": ["N", "C", "N", "C", "S", "H", "H", "C", "C", "H", "H"], "xyz": [[-1.1402, -1.7238, -0.6572], [-0.0827, -1.3079, -0.2626], [0.9761, -1.4076, 0.3205], [2.2076, -0.9385, 0.4579], [2.8199, 0.3648, -0.3075], [-1.8653, -1.2382, -1.1400], [2.8070, -1.5119, 1.1596], [-0.9113, 1.1059, 0.3292], [-0.1766, 1.7653, -0.3448], [-1.5874, 0.6229, 0.9722], [0.4818, 2.2887, -0.9730]], "mulliken_charge": [-0.46, 0.40, -0.24, -0.06, -0.28, 0.31, 0.33, -0.73, -0.19, 0.49, 0.42]}

{"formula": "C56H61FeN6O4SSiTe", "method": "ωB97M-V with the def2-TZVPD basis set", "homo_energy_ev": [-2.4, -2.4], "charge": -1, "elements": ["Fe", "O", "C", "N", "C", "O", "C", "C", "C", "C", "C", "N", "C", "C", "C", "C", "C", "N", "H", "H", "H", "H", "H", "H", "H", "H", "C", "C", "C", "C", "C", "O", "C", "C", "C", "C", "C", "C", "C", "O", "C", "C", "C", "N", "C", "C", "Te", "C", "C", "C", "C", "C", "C", "C", "C", "C", "C", "C", "C", "H", "H", "H", "H", "H", "H", "H", "H", "H", "H", "H", "H", "H", "H", "H", "H", "H", "H", "H", "H", "H", "H", "H", "H", "C", "C", "C", "C", "N", "C", "S", "N", "C", "H", "H", "H", "H", "H", "H", "H", "H", "C", "Si", "C", "C", "C", "C", "C", "C", "C", "C", "H", "H", "H", "H", "H", "H", "H", "H", "H", "H", "H", "H", "H", "H", "H", "H", "H", "H", "H", "H", "H"], "xyz": [[-1.1079, -0.6868, -1.2008], [-4.9508, -0.4671, -2.5458], [-3.8748, -0.6986, -2.0304], [-2.6162, -0.4803, -2.5067], [-2.4180, 0.2350, -3.6418], [-3.2147, 0.6933, -4.4403], [-0.9343, 0.4444, -3.8406], [-0.4845, 0.9780, -5.0380], [0.8718, 1.0443, -5.2783], [1.7209, 0.5714, -4.2870], [1.1847, 0.0905, -3.1081], [-0.1274, 0.0217, -2.8575], [-3.8428, -1.3388, -0.6497], [-5.0197, -1.4587, 0.0580], [-4.9981, -2.0922, 1.2931], [-3.7980, -2.6146, 1.7338], [-2.6612, -2.4333, 0.9569], [-2.6570, -1.7838, -0.2029], [-1.2320, 1.3015, -5.7490], [1.2592, 1.4304, -6.2127], [2.7956, 0.5562, -4.4180], [1.8230, -0.2526, -2.3197], [-5.9200, -1.0633, -0.3911], [-5.9001, -2.1899, 1.8838], [-3.7178, -3.1545, 2.6673], [-1.7162, -2.8327, 1.2859], [-1.5738, -0.4135, 5.8121], [-1.0850, -0.5525, 4.3954], [0.0354, -1.2936, 4.0794], [0.4181, -1.5337, 2.7448], [1.5213, -2.5398, 2.7008], [2.6333, -2.3217, 2.2729], [1.2756, -3.8738, 3.3903], [2.3819, -4.6545, 3.7026], [2.2246, -5.8631, 4.3654], [0.9532, -6.3065, 4.7038], [-0.1585, -5.5464, 4.3637], [0.0030, -4.3350, 3.7091], [-0.2123, -0.8943, 1.6588], [0.1034, -1.1698, 0.3815], [-1.2832, 0.0358, 1.9980], [-1.7376, 0.0566, 3.3434], [-1.9507, 0.9736, 1.1123], [-1.8518, 0.9744, -0.2139], [-2.4193, 2.0698, -1.0059], [-2.0983, 3.5409, -0.6660], [-0.7792, 4.5285, -2.0489], [0.1894, 5.7423, -0.6176], [0.2172, 7.1234, -0.7985], [0.8173, 7.9460, 0.1452], [1.3866, 7.3978, 1.2856], [1.3599, 6.0230, 1.4716], [0.7669, 5.1961, 0.5266], [-2.7386, 2.0561, 1.7833], [-4.1048, 2.1910, 1.5528], [-4.8184, 3.2449, 2.1157], [-4.1729, 4.1775, 2.9114], [-2.8105, 4.0369, 3.1680], [-2.1047, 2.9836, 2.6150], [-1.2280, -1.2434, 6.4305], [-2.6646, -0.3933, 5.8443], [-1.2173, 0.5126, 6.2711], [0.6107, -1.7563, 4.8750], [3.3626, -4.2870, 3.4307], [3.0935, -6.4568, 4.6198], [0.8275, -7.2442, 5.2313], [-1.1530, -5.8959, 4.6112], [-0.8631, -3.7377, 3.4526], [-2.6464, 0.5967, 3.5699], [-3.5111, 1.9639, -1.0083], [-2.1000, 1.8935, -2.0301], [-1.6111, 3.6712, 0.2943], [-3.0163, 4.1243, -0.6574], [-0.2324, 7.5582, -1.6829], [0.8254, 9.0187, -0.0056], [1.8453, 8.0403, 2.0271], [1.8069, 5.5798, 2.3532], [0.7701, 4.1236, 0.6785], [-4.6137, 1.4561, 0.9391], [-5.8812, 3.3354, 1.9257], [-4.7248, 5.0076, 3.3346], [-2.2988, 4.7576, 3.7944], [-1.0435, 2.8699, 2.8069], [3.9364, 4.0532, -3.5660], [3.7887, 3.7046, -2.1203], [4.7010, 3.9763, -1.1521], [4.3810, 3.5679, 0.1751], [3.2888, 2.9314, 0.4980], [2.3724, 2.6089, -0.4785], [0.9773, 1.7769, -0.2477], [2.6525, 3.0734, -1.7582], [5.3253, 3.8888, 1.2976], [4.7647, 4.7418, -3.7122], [3.0191, 4.5096, -3.9415], [4.1219, 3.1510, -4.1519], [5.6272, 4.4789, -1.3855], [1.9704, 2.8085, -2.4595], [6.3292, 4.1053, 0.9343], [5.3545, 3.0535, 1.9942], [4.9540, 4.7614, 1.8389], [-0.0206, -4.0919, 0.1365], [0.3138, -2.6780, -1.0836], [-0.4502, -3.7052, -2.7073], [-1.9096, -4.1074, -2.4710], [0.3330, -5.0191, -2.9060], [-0.4653, -2.9538, -4.0489], [2.2877, -2.6326, -1.3265], [2.7869, -2.6415, -2.7979], [2.9761, -1.4567, -0.5975], [2.8901, -3.8963, -0.6699], [0.6775, -4.9117, -0.0199], [-1.0236, -4.4951, 0.0142], [0.0797, -3.7989, 1.1782], [-2.0522, -4.7335, -1.5903], [-2.2700, -4.6832, -3.3354], [-2.5523, -3.2317, -2.3754], [0.2321, -5.6827, -2.0444], [1.3972, -4.8564, -3.0796], [-0.0560, -5.5665, -3.7781], [-1.2703, -2.2178, -4.0568], [-0.6673, -3.6632, -4.8632], [0.4501, -2.4259, -4.3051], [3.3292, -1.7223, -3.0350], [2.0123, -2.7621, -3.5418], [3.4944, -3.4628, -2.9478], [2.5938, -0.4692, -0.8432], [4.0482, -1.4765, -0.8377], [2.8797, -1.5395, 0.4770], [2.5671, -4.8116, -1.1687], [2.6537, -3.9714, 0.3899], [3.9825, -3.8410, -0.7542]], "mulliken_charge": [0.61, -0.75, -0.44, 0.81, 0.12, -0.77, 0.42, -1.20, -1.17, -1.07, -0.38, 1.89, 0.69, -0.54, -0.95, -1.17, 0.36, 0.94, 0.61, 0.46, 0.66, -0.58, 0.62, 0.40, 0.58, -0.45, -1.89, 0.45, -0.61, 1.02, 0.19, -0.80, 0.47, -0.74, -0.74, -0.43, -1.03, 0.64, -1.77, 1.59, 0.17, -0.64, 0.10, 1.83, -1.46, -0.97, 0.29, 0.00, -0.57, -0.51, -0.59, -0.85, 0.56, -0.52, 0.23, -1.05, -0.53, -1.07, 0.47, 0.40, 0.40, 0.30, 0.59, 0.46, 0.39, 0.38, 0.41, 0.29, 0.61, 0.35, 0.27, -0.13, 0.69, 0.38, 0.36, 0.39, 0.50, 0.04, 0.44, 0.40, 0.38, 0.41, 0.57, -1.47, 1.12, -1.22, 1.16, -0.43, -1.00, -0.03, 0.67, -1.39, 0.43, 0.31, 0.25, 0.40, -0.15, 0.39, 0.33, 0.26, -1.07, 0.09, 1.87, -1.95, -1.93, -1.96, 3.72, -1.72, -2.26, -1.93, 0.73, 0.22, -0.69, 0.32, 0.52, 0.16, 0.30, 0.30, 0.55, 0.25, 0.58, 0.16, 0.29, 0.18, 0.54, 0.14, 0.59, -0.01, 0.37, 0.13, 0.66]}

Repeat the second record exactly.
{"formula": "C5H3N2O2", "method": "ωB97M-V with the def2-TZVPD basis set", "homo_energy_ev": -3.0, "e_above_lowest_kcal_mol": 42.4, "charge": -1, "elements": ["C", "C", "C", "C", "C", "N", "N", "O", "O", "H", "H", "H"], "xyz": [[0.2554, -0.7519, -1.1965], [-0.7200, -1.5188, -1.5662], [-0.4071, 1.3470, 0.0372], [0.0362, -0.1446, 0.0689], [0.7196, 1.5074, 1.0511], [-1.2288, 0.2075, 0.6732], [1.0818, 0.1290, 1.0781], [-1.6804, -2.1811, -1.7789], [1.3051, 2.4172, 1.6347], [1.1527, -0.4327, -1.7597], [-2.1023, -0.0903, 0.0750], [1.5878, -0.4889, 1.6831]], "mulliken_charge": [-0.89, 0.56, -1.19, 1.35, 0.56, -0.68, -0.22, -0.49, -0.66, 0.26, 0.29, 0.13]}

- Which formula does entry 3 have?
  C34H22Cl2MnN8O4